Here is a 5-piece molecular cluster, C33H60O14S4 overall from the OMol25 dataset. Energies are from ωB97M-V/def2-TZVPD.

As for the structure (SMILES): CCCCCCCCCCCc1cccc2c1C(=O)C=CC2=O.CCOS(C)(=O)=O.CCOS(C)(=O)=O.CCOS(C)(=O)=O.CCOS(C)(=O)=O. As for the total energy: -107198.7785 eV.

Geometry as ORCA input:
```
! wB97M-V def2-TZVPD RIJCOSX def2/J DEFGRID3
* xyz 0 1
C 5.84 4.36 2.98
C 5.43 4.98 1.65
C 5.83 6.45 1.55
C 5.27 7.18 0.33
C 3.75 7.30 0.31
C 3.20 8.25 1.38
C 1.84 8.85 1.00
C 0.73 7.80 0.96
C -0.68 8.40 0.76
C -1.46 7.78 -0.41
C -2.28 6.53 -0.03
C -1.48 5.25 -0.16
C -1.15 4.82 -1.45
C -0.41 3.67 -1.68
C 0.00 2.90 -0.60
C -0.33 3.29 0.68
C -1.06 4.47 0.91
C -1.33 4.82 2.34
O -1.42 5.96 2.74
C -1.43 3.68 3.29
C -0.75 2.55 3.06
C 0.07 2.42 1.83
O 1.00 1.64 1.77
H 6.92 4.21 3.02
H 5.35 3.40 3.16
H 5.59 5.02 3.81
H 4.35 4.86 1.51
H 5.93 4.43 0.85
H 6.93 6.48 1.48
H 5.57 6.96 2.48
H 5.70 8.19 0.30
H 5.60 6.65 -0.57
H 3.28 6.32 0.43
H 3.43 7.68 -0.67
H 3.05 7.71 2.32
H 3.90 9.07 1.55
H 1.55 9.61 1.73
H 1.93 9.31 0.01
H 0.92 7.09 0.15
H 0.76 7.24 1.90
H -1.26 8.25 1.67
H -0.61 9.47 0.60
H -0.78 7.54 -1.22
H -2.16 8.53 -0.79
H -2.67 6.63 0.98
H -3.14 6.45 -0.70
H -1.48 5.42 -2.29
H -0.16 3.37 -2.69
H 0.57 1.99 -0.76
H -2.00 3.84 4.19
H -0.74 1.73 3.76
C -1.16 -3.57 4.89
C -1.24 -2.13 4.43
O -0.42 -1.86 3.26
S -0.93 -2.38 1.86
C 0.18 -1.48 0.85
O -2.26 -1.88 1.63
O -0.67 -3.78 1.74
H -1.59 -4.25 4.15
H -1.70 -3.68 5.82
H -0.12 -3.87 5.04
H -2.27 -1.83 4.22
H -0.84 -1.46 5.19
H -0.03 -0.42 0.97
H 0.00 -1.79 -0.17
H 1.20 -1.70 1.14
C -5.04 -3.45 1.10
C -4.25 -3.62 -0.18
O -4.86 -4.58 -1.09
S -6.15 -4.13 -1.89
C -6.18 -5.46 -3.03
O -5.86 -2.90 -2.57
O -7.30 -4.20 -1.04
H -6.01 -2.99 0.90
H -4.49 -2.81 1.78
H -5.22 -4.42 1.56
H -4.10 -2.67 -0.70
H -3.27 -4.04 0.04
H -5.29 -5.41 -3.66
H -7.08 -5.34 -3.64
H -6.22 -6.39 -2.48
C 2.38 -4.56 1.32
C 2.99 -5.36 0.20
O 4.34 -4.97 -0.13
S 5.50 -5.40 0.86
C 6.86 -5.04 -0.19
O 5.41 -6.82 1.08
O 5.53 -4.52 1.99
H 2.90 -4.74 2.26
H 1.34 -4.81 1.46
H 2.46 -3.49 1.11
H 2.98 -6.43 0.41
H 2.44 -5.21 -0.73
H 6.82 -5.70 -1.06
H 7.76 -5.22 0.39
H 6.80 -4.00 -0.49
C -2.41 -8.42 -3.79
C -2.00 -7.92 -5.16
O -2.68 -8.61 -6.24
S -4.20 -8.24 -6.51
C -4.36 -9.02 -8.07
O -4.31 -6.82 -6.65
O -5.03 -8.92 -5.55
H -3.45 -8.19 -3.57
H -1.79 -7.94 -3.04
H -2.29 -9.50 -3.72
H -2.17 -6.85 -5.27
H -0.95 -8.11 -5.35
H -3.71 -8.52 -8.78
H -5.40 -8.92 -8.36
H -4.09 -10.07 -7.96
*
```

=====

Here is C33H61As3Sb2Ti as an isolated structure from the OMol25 dataset. Energies are from ωB97M-V/def2-TZVPD.

As for the total energy: -253890.9774 eV.

Geometry as ORCA input:
```
! wB97M-V def2-TZVPD RIJCOSX def2/J DEFGRID3
* xyz 3 2
Ti 0.31 0.55 0.63
C 4.83 1.14 4.02
C 4.12 0.02 3.24
C 5.15 -0.85 2.52
C 3.13 0.69 2.34
C 3.36 0.90 0.97
C 2.62 1.83 0.24
C 1.64 2.62 0.86
C 1.22 3.91 0.23
C 1.26 2.25 2.17
C 1.97 1.28 2.87
H 5.55 0.70 4.71
H 4.13 1.74 4.60
H 5.38 1.80 3.35
H 3.57 -0.59 3.97
H 5.83 -0.24 1.91
H 4.69 -1.60 1.87
H 5.76 -1.37 3.25
H 4.18 0.39 0.48
H 2.90 2.05 -0.78
H 0.97 3.81 -0.82
H 2.07 4.60 0.30
H 0.40 4.38 0.77
H 0.46 2.80 2.68
H 1.68 1.05 3.90
C 1.41 1.45 -3.00
As 0.23 0.28 -1.99
C 0.84 -1.45 -2.62
C -1.51 0.31 -2.89
C -2.45 1.50 -2.73
C -3.67 1.25 -3.63
C -3.02 1.57 -1.29
As -1.84 2.17 0.16
C -1.95 4.10 -0.07
C -2.94 2.13 1.77
C -1.76 2.81 -3.10
As -1.09 3.33 -4.93
C -2.74 4.10 -5.64
C -1.10 1.71 -6.04
H 1.17 1.34 -4.06
H 2.44 1.12 -2.85
H 1.30 2.49 -2.72
H 0.67 -1.50 -3.70
H 0.27 -2.25 -2.13
H 1.90 -1.57 -2.42
H -2.00 -0.62 -2.58
H -1.25 0.19 -3.95
H -4.22 0.37 -3.31
H -3.38 1.10 -4.67
H -4.35 2.10 -3.60
H -3.42 0.59 -1.02
H -3.85 2.28 -1.27
H -2.98 4.30 -0.36
H -1.28 4.49 -0.83
H -1.76 4.59 0.89
H -3.88 2.64 1.57
H -2.41 2.67 2.56
H -3.15 1.12 2.12
H -0.88 2.94 -2.45
H -2.43 3.64 -2.86
H -3.05 4.94 -5.01
H -3.55 3.38 -5.72
H -2.52 4.50 -6.63
H -0.28 1.03 -5.81
H -0.93 2.07 -7.05
H -2.04 1.16 -6.04
C -4.05 -1.03 0.93
Sb -1.96 -1.38 0.76
C -1.21 -0.81 2.70
C -2.16 -3.53 0.84
C -1.32 -4.31 1.79
C -1.91 -4.84 2.93
C -1.20 -5.70 3.76
C 0.10 -6.04 3.45
C 0.70 -5.50 2.32
C 0.02 -4.62 1.50
C 0.71 -4.00 0.34
Sb 1.62 -2.09 0.84
C 2.11 -2.47 2.87
C 3.42 -2.44 -0.22
H -4.35 -1.33 1.94
H -4.54 -1.69 0.21
H -4.36 -0.01 0.74
H -2.04 -0.61 3.38
H -0.65 0.14 2.67
H -0.57 -1.58 3.12
H -2.06 -3.87 -0.19
H -3.21 -3.62 1.11
H -2.94 -4.62 3.15
H -1.68 -6.11 4.64
H 0.65 -6.73 4.07
H 1.72 -5.78 2.08
H 0.08 -3.86 -0.54
H 1.58 -4.59 0.03
H 3.16 -2.75 2.96
H 1.50 -3.30 3.21
H 1.92 -1.60 3.49
H 4.06 -3.07 0.39
H 3.96 -1.52 -0.48
H 3.17 -2.97 -1.13
*
```

=====

Here is a 4-piece molecular cluster, C33H61N3O3S overall from the OMol25 dataset. Energies are from ωB97M-V/def2-TZVPD.

As for the total energy: -56638.2732 eV.

Geometry as ORCA input:
```
! wB97M-V def2-TZVPD RIJCOSX def2/J DEFGRID3
* xyz 0 1
O -1.27 0.45 -1.05
S -1.52 0.99 -2.48
O -2.83 0.22 -3.26
C -3.87 -0.21 -2.32
C -3.92 -1.88 -2.18
C -2.49 -2.44 -2.74
C -2.26 -4.07 -2.49
C -2.28 -5.06 -3.80
C -2.01 -6.66 -3.55
C -1.72 -7.21 -2.00
C -1.73 -6.16 -0.70
C -2.00 -4.54 -0.94
O -0.14 0.55 -3.45
C 0.89 -0.08 -2.62
C 1.99 0.93 -1.86
C 3.22 0.29 -0.94
C 3.42 -1.35 -0.72
C 2.34 -2.35 -1.45
C 1.12 -1.69 -2.38
H -3.86 0.33 -1.28
H -4.91 0.08 -2.83
H -4.10 -2.22 -1.08
H -4.78 -2.25 -2.92
H -2.29 -2.26 -3.88
H -1.64 -1.92 -2.07
H -2.49 -4.57 -4.87
H -1.99 -7.40 -4.46
H -1.49 -8.36 -1.86
H -1.51 -6.54 0.39
H -1.98 -3.78 -0.01
H 1.85 2.09 -2.00
H 4.05 0.96 -0.40
H 4.29 -1.81 -0.09
H 2.44 -3.53 -1.34
H 0.39 -2.48 -2.90
C -0.75 8.16 0.86
C -0.47 6.77 0.31
N -1.56 5.81 0.53
C -1.17 4.42 0.27
C -0.81 4.05 -1.17
C -2.88 6.20 0.03
C -3.01 6.51 -1.46
H -1.00 8.13 1.93
H 0.15 8.79 0.75
H -1.56 8.66 0.32
H 0.43 6.40 0.82
H -0.22 6.85 -0.75
H -1.97 3.75 0.61
H -0.32 4.18 0.91
H -1.69 3.99 -1.80
H -0.33 3.07 -1.18
H -0.10 4.76 -1.61
H -3.21 7.09 0.59
H -3.61 5.43 0.30
H -2.19 7.13 -1.83
H -3.94 7.05 -1.64
H -3.05 5.59 -2.05
C -3.21 -0.39 1.91
C -4.55 0.33 2.09
N -5.65 -0.56 2.48
C -6.97 0.07 2.36
C -7.26 1.26 3.27
C -5.44 -1.36 3.68
C -5.14 -0.62 4.98
H -3.30 -1.22 1.19
H -2.47 0.31 1.51
H -2.83 -0.78 2.85
H -4.79 0.79 1.12
H -4.42 1.15 2.80
H -7.75 -0.69 2.51
H -7.10 0.40 1.32
H -7.44 0.94 4.30
H -8.17 1.77 2.93
H -6.46 2.00 3.27
H -4.62 -2.06 3.50
H -6.31 -2.01 3.85
H -4.40 0.18 4.85
H -4.73 -1.32 5.72
H -6.04 -0.18 5.42
C 7.03 -0.54 -0.90
C 7.40 -1.20 0.42
N 7.79 -2.61 0.30
C 7.87 -3.30 1.59
C 8.93 -2.83 2.58
C 8.88 -2.90 -0.63
C 10.22 -2.20 -0.40
H 6.24 -1.11 -1.41
H 6.65 0.47 -0.72
H 7.89 -0.46 -1.57
H 6.52 -1.13 1.07
H 8.19 -0.60 0.90
H 8.00 -4.38 1.42
H 6.89 -3.22 2.08
H 9.93 -3.15 2.29
H 8.73 -3.27 3.57
H 8.93 -1.74 2.70
H 8.54 -2.65 -1.64
H 9.05 -3.98 -0.67
H 10.11 -1.14 -0.18
H 10.83 -2.28 -1.30
H 10.78 -2.68 0.41
*
```

=====

Here is a 3-piece molecular cluster, C33H61N4O2 overall from the OMol25 dataset. Energies are from ωB97M-V/def2-TZVPD.

As for the total energy: -45255.6495 eV.

Geometry as ORCA input:
```
! wB97M-V def2-TZVPD RIJCOSX def2/J DEFGRID3
* xyz 1 1
C 3.17 -1.48 3.81
C 3.67 -1.00 2.81
C 4.05 -0.36 1.52
C 5.15 0.75 1.70
N 5.30 1.40 0.38
C 5.45 0.51 -0.69
N 6.20 0.87 -1.70
C 6.91 2.12 -1.80
C 6.25 3.37 -1.73
C 7.00 4.55 -1.82
N 8.33 4.69 -2.00
C 8.90 3.48 -2.10
C 8.30 2.22 -2.00
N 4.81 -0.75 -0.84
C 3.47 -0.47 -1.49
C 2.32 -1.42 -1.08
C 1.08 -1.07 -1.99
C 0.36 -2.38 -2.44
C -1.18 -2.18 -2.54
C -1.93 -2.48 -1.18
C -2.92 -1.33 -0.78
C -4.42 -1.82 -0.68
C -5.39 -0.71 -1.14
C -5.34 0.57 -0.22
C -5.80 1.78 -1.09
C -6.29 2.99 -0.24
C -5.22 3.57 0.73
C -4.42 4.78 0.13
C -3.12 4.24 -0.54
C -2.39 5.32 -1.41
C -0.95 4.83 -1.84
C -0.78 3.29 -1.93
C 4.71 -1.36 0.51
H 2.49 -1.84 4.58
H 3.17 0.16 1.10
H 6.06 0.20 2.01
H 4.90 1.43 2.52
H 4.62 2.13 0.21
H 6.28 0.23 -2.48
H 5.16 3.43 -1.62
H 6.44 5.50 -1.72
H 9.99 3.49 -2.29
H 8.92 1.31 -2.08
H 3.24 0.61 -1.36
H 3.62 -0.61 -2.59
H 1.99 -1.16 -0.05
H 2.59 -2.48 -1.14
H 1.40 -0.48 -2.87
H 0.35 -0.46 -1.41
H 0.74 -2.63 -3.46
H 0.60 -3.24 -1.78
H -1.60 -2.90 -3.27
H -1.44 -1.16 -2.90
H -2.50 -3.42 -1.30
H -1.19 -2.69 -0.38
H -2.86 -0.50 -1.51
H -2.64 -0.97 0.23
H -4.65 -2.20 0.34
H -4.50 -2.70 -1.34
H -5.10 -0.36 -2.15
H -6.45 -1.05 -1.16
H -4.31 0.73 0.17
H -6.01 0.45 0.65
H -4.95 2.05 -1.76
H -6.63 1.47 -1.74
H -7.18 2.66 0.34
H -6.65 3.79 -0.93
H -4.47 2.82 1.03
H -5.72 3.91 1.66
H -5.00 5.26 -0.68
H -4.17 5.50 0.94
H -3.43 3.44 -1.24
H -2.45 3.79 0.22
H -2.35 6.27 -0.84
H -2.97 5.42 -2.35
H -0.17 5.30 -1.20
H -0.78 5.22 -2.87
H -1.63 2.88 -2.51
H 0.15 3.02 -2.46
H -0.75 2.79 -0.94
H 5.76 -1.47 0.87
H 4.28 -2.37 0.54
C -1.01 -4.37 6.02
C 0.45 -3.98 6.09
O 0.66 -2.67 5.57
H -1.37 -4.32 4.99
H -1.17 -5.37 6.41
H -1.62 -3.67 6.61
H 1.05 -4.67 5.49
H 0.82 -4.02 7.12
H 0.13 -2.06 6.11
C -1.79 -5.62 1.58
C -2.89 -6.25 0.74
O -4.16 -5.73 1.11
H -1.97 -5.82 2.64
H -0.81 -6.01 1.31
H -1.78 -4.53 1.46
H -2.91 -7.33 0.88
H -2.72 -6.04 -0.33
H -4.14 -4.78 0.98
*
```